Formula: C49H31AsCl6O4PSY
Source: the Open Molecules 2025 dataset
Level of theory: ωB97M-V with the def2-TZVPD basis set

Geometry as ORCA input:
```
! wB97M-V def2-TZVPD RIJCOSX def2/J DEFGRID3
* xyz -2 1
Y -1.7227 -0.5865 -0.8004
Cl -8.2077 2.2856 -0.5833
C -6.7523 1.4403 -0.1453
C -6.5988 0.9321 1.1284
Cl -7.8551 1.1322 2.3135
C -5.4084 0.2696 1.4782
Cl -5.1999 -0.3961 3.0662
C -4.3570 0.1589 0.5803
O -3.2020 -0.3809 0.8440
C -4.5408 0.6271 -0.7718
O -3.5611 0.4051 -1.5960
C -5.7277 1.2739 -1.0942
Cl -5.9191 1.8608 -2.7186
S -1.4178 -3.0574 0.6320
C -0.0415 -4.0595 0.2286
C -0.1739 -5.4593 0.2936
C 0.9071 -6.3013 0.1152
C 2.1776 -5.7841 -0.1243
C 2.3296 -4.4095 -0.2071
C 1.2415 -3.5523 -0.0703
As 1.4088 -1.6073 -0.1184
C 2.3531 -1.3876 1.5888
C 3.7300 -1.2605 1.7388
C 4.2884 -1.0589 2.9952
C 3.4736 -0.9936 4.1161
C 2.0998 -1.1404 3.9757
C 1.5406 -1.3321 2.7217
C 2.8811 -1.3391 -1.3754
C 3.6572 -0.1848 -1.2717
C 4.6601 0.0856 -2.1905
C 4.8904 -0.7866 -3.2456
C 4.0886 -1.9078 -3.3922
C 3.0854 -2.1766 -2.4697
H -1.1533 -5.8675 0.5090
H 0.7625 -7.3745 0.1806
H 3.0310 -6.4414 -0.2393
H 3.3142 -3.9886 -0.3819
H 4.3754 -1.3056 0.8692
H 5.3620 -0.9482 3.0955
H 3.9060 -0.8257 5.0951
H 1.4567 -1.0875 4.8455
H 0.4646 -1.4217 2.6110
H 3.4723 0.5168 -0.4643
H 5.2548 0.9853 -2.0870
H 5.6683 -0.5742 -3.9690
H 4.2301 -2.5722 -4.2365
H 2.4590 -3.0489 -2.6027
C -4.2702 3.2120 3.3778
C -3.9381 3.4372 2.0512
C -2.7081 3.0240 1.5537
C -1.7991 2.3630 2.3751
C -2.1537 2.1208 3.7034
C -3.3695 2.5535 4.2059
P -0.2370 1.6420 1.7370
C 1.0429 2.5248 2.7246
C 0.8095 3.5723 3.6129
C 1.8577 4.1579 4.3130
C 3.1582 3.7090 4.1354
C 3.4042 2.6637 3.2540
C 2.3562 2.0766 2.5637
C -0.1101 2.4421 0.1054
C 0.3620 3.7475 -0.0707
C 0.2704 4.3417 -1.3175
C -0.3258 3.6385 -2.3633
C -0.8001 2.3520 -2.1597
C -0.7009 1.6876 -0.9216
H -5.2426 3.5061 3.7536
H -4.6503 3.9101 1.3856
H -2.4713 3.1864 0.5096
H -1.4734 1.5707 4.3460
H -3.6342 2.3389 5.2343
H -0.2002 3.9376 3.7551
H 1.6536 4.9726 4.9984
H 3.9744 4.1660 4.6824
H 4.4123 2.2917 3.1142
H 2.5525 1.2421 1.8983
H 0.7900 4.2964 0.7621
H 0.6398 5.3496 -1.4733
H -0.4180 4.1028 -3.3404
H -1.2676 1.8433 -2.9991
Cl 0.0578 -3.4065 -7.9558
C -0.1135 -2.6255 -6.3975
C 0.7679 -1.5896 -6.0563
C 0.6575 -0.9725 -4.8412
Cl 1.7013 0.3431 -4.4370
C -0.3183 -1.3616 -3.8579
O -0.3428 -0.8338 -2.7120
C -1.2312 -2.3717 -4.2882
C -2.3591 -2.7279 -3.4588
O -2.6789 -2.2109 -2.4025
C -1.1059 -2.9985 -5.5365
H 1.5280 -1.2678 -6.7553
H -2.9954 -3.5392 -3.8627
H -1.8121 -3.7733 -5.8120
*
```

Calculated values
HOMO energy ... -2.15 eV
Gap between HOMO and LUMO ... 0.218 hartree
F_max ... 0.00714 Eh/bohr
Energy above the lowest of the compared OMol25 structures with the same formula, charge and spin ... 9.4 kcal/mol

Just the Mulliken charges please, in e? Sure, here they are:
1 Y 0.88
2 Cl -0.26
3 C 0.09
4 C 0.47
5 Cl -0.25
6 C 0.00
7 Cl -0.22
8 C 0.29
9 O -0.66
10 C -0.10
11 O -0.62
12 C 0.33
13 Cl -0.27
14 S -0.60
15 C 0.57
16 C -0.78
17 C -0.54
18 C -0.94
19 C -0.02
20 C -0.12
21 As 1.50
22 C -0.11
23 C -0.20
24 C -0.75
25 C -0.51
26 C -0.64
27 C -0.12
28 C 0.32
29 C -0.44
30 C -0.73
31 C -0.57
32 C -0.62
33 C -0.65
34 H 0.43
35 H 0.34
36 H 0.39
37 H 0.38
38 H 0.38
39 H 0.41
40 H 0.37
41 H 0.39
42 H 0.23
43 H 0.29
44 H 0.42
45 H 0.34
46 H 0.41
47 H 0.39
48 C -0.51
49 C -0.42
50 C -0.54
51 C 0.16
52 C -0.31
53 C -0.83
54 P 1.37
55 C -0.22
56 C -0.35
57 C -0.60
58 C -0.65
59 C -0.59
60 C -0.10
61 C -0.14
62 C -0.28
63 C -0.76
64 C -0.99
65 C -0.95
66 C 1.26
67 H 0.34
68 H 0.37
69 H 0.21
70 H 0.44
71 H 0.34
72 H 0.36
73 H 0.40
74 H 0.34
75 H 0.43
76 H 0.43
77 H 0.38
78 H 0.36
79 H 0.34
80 H 0.43
81 Cl -0.29
82 C 0.16
83 C -0.66
84 C 0.55
85 Cl -0.16
86 C -0.46
87 O 0.41
88 C 0.94
89 C -0.63
90 O -0.41
91 C -0.99
92 H 0.45
93 H 0.10
94 H 0.36